# 1
Molecular formula: C6H13NO
Method: DFT, ωB97M-V/def2-TZVPD

Last column: natural (NBO) charge in e.
Geometry (Å):
C (1.8304, -1.6244, -0.0208)  -0.659
C (1.9199, -0.1235, 0.0855)  0.223
O (1.6732, 0.6604, -1.0244)  -0.386
N (0.8575, 0.7988, 0.1397)  -0.174
C (-0.5731, 0.5071, 0.0232)  0.086
C (-1.0034, -0.1714, 1.3241)  -0.610
C (-0.9911, -0.3270, -1.1946)  -0.634
C (-1.2142, 1.8982, -0.0659)  -0.599
H (1.0733, -1.9297, -0.7496)  0.224
H (1.6026, -2.0487, 0.9614)  0.218
H (2.7981, -2.0058, -0.3304)  0.226
H (2.7782, 0.2086, 0.6768)  0.162
H (-2.0842, -0.2829, 1.3366)  0.217
H (-0.5549, -1.1580, 1.4217)  0.206
H (-0.7035, 0.4409, 2.1777)  0.218
H (-0.3849, -0.0563, -2.0562)  0.232
H (-0.8979, -1.3905, -1.0110)  0.202
H (-2.0340, -0.1117, -1.4354)  0.215
H (-2.2961, 1.8216, 0.0129)  0.201
H (-0.9578, 2.3725, -1.0169)  0.215
H (-0.8382, 2.5220, 0.7455)  0.219

Cartesian forces, eV/Å:
C -0.4 0.2 -0.1
C 0.4 -0.8 0.7
O 0.3 0.3 -1.7
N -0.1 0.6 1.5
C -0.5 -0.2 -0.3
C 0.3 0.2 0.0
C 0.0 0.3 0.1
C 0.1 -0.1 0.0
H 0.2 0.0 0.2
H 0.0 0.0 -0.1
H 0.1 -0.1 -0.1
H -0.1 -0.1 0.0
H -0.1 0.0 0.0
H 0.0 -0.1 0.0
H 0.0 -0.1 0.0
H 0.0 0.0 -0.1
H 0.0 -0.2 0.0
H 0.0 -0.1 0.0
H -0.1 0.0 -0.1
H 0.0 0.0 0.1
H 0.0 0.0 0.0

Properties
* HOMO: -8.911 eV
* SMILES string: C[C@H]1ON1C(C)(C)C
* frontier orbital gap: 9.835 eV

# 2
Molecular formula: C3H5NO2
Method: DFT, ωB97M-V/def2-TZVPD

Last column: natural (NBO) charge in e.
Geometry (Å):
N (-0.0225, 2.2571, -0.0322)  -0.797
C (-0.1562, 0.9638, -0.2417)  0.270
O (0.5394, 0.2449, 0.6651)  -0.537
C (-0.1102, -1.0296, 0.6125)  -0.182
C (0.1605, -1.6594, -0.7414)  0.427
O (-0.5446, -2.4933, -1.2488)  -0.512
H (-0.6240, 2.8248, -0.6038)  0.405
H (0.5895, 2.7011, 0.6450)  0.384
H (-1.1936, -0.9089, 0.7244)  0.215
H (0.2755, -1.6184, 1.4437)  0.212
H (1.0862, -1.2821, -1.2229)  0.115

Cartesian forces, eV/Å:
N 0.0 0.0 -0.3
C -0.1 0.6 0.1
O -0.7 0.2 -0.3
C 0.0 -0.4 0.2
C -0.2 -0.4 -0.1
O 0.3 0.3 0.3
H 0.3 0.3 0.0
H -0.1 -0.1 0.1
H 0.3 -0.2 0.1
H 0.1 -0.2 -0.1
H -0.1 -0.1 -0.1

Properties
* HOMO: -9.005 eV
* frontier orbital gap: 9.914 eV

# 3
Molecular formula: C19H32F2IN5O4PS
Method: DFT, ωB97M-V/def2-TZVPD

Last column: natural (NBO) charge in e.
Geometry (Å):
C (-2.5723, 0.2840, -2.8920)  -0.694
C (-1.3765, 0.1395, -4.0124)  0.212
F (-1.2846, 1.3150, -4.9413)  -0.370
C (0.1339, -0.0558, -3.3608)  -0.288
N (0.2875, -1.3337, -2.5807)  -0.361
C (-0.1125, -2.6273, -3.3220)  -0.261
C (-1.6549, -3.1054, -2.9985)  -0.484
C (-1.7731, -4.7694, -2.8883)  0.032
F (-0.9295, -5.3413, -3.9862)  -0.393
C (0.7470, -1.3841, -1.2883)  0.808
N (1.1505, -0.2000, -0.4696)  -0.564
C (0.0291, 0.7042, -0.0548)  -0.225
C (0.1969, 1.3949, 1.4376)  -0.444
C (-1.1021, 2.2820, 1.9172)  -0.619
S (-0.8601, 2.6960, 3.7660)  2.088
O (-1.3880, 4.1464, 4.0908)  -0.866
O (0.6252, 2.6427, 4.2020)  -0.858
O (-1.7594, 1.6358, 4.7541)  -0.822
C (2.3986, 0.4972, -0.9140)  -0.270
C (3.7081, 0.3302, 0.0536)  -0.069
C (3.9127, 0.9590, 1.5535)  -0.220
C (5.3141, 0.6611, 2.4159)  -0.211
C (6.5281, -0.2600, 1.7643)  -0.214
C (6.3596, -0.8618, 0.2427)  -0.228
C (4.9699, -0.5681, -0.5778)  -0.236
N (0.7742, -2.7927, -0.6573)  -0.954
I (2.3325, -3.0185, 0.6655)  0.424
P (-0.7085, -2.7958, 0.3970)  1.339
N (-0.4006, -1.9667, 1.9470)  -1.178
O (-1.1004, -4.4895, 0.7272)  -0.936
H (-2.7707, 1.3968, -2.5785)  0.255
H (-2.4048, -0.3543, -1.9244)  0.221
H (-3.5892, -0.1087, -3.3784)  0.252
H (-1.6799, -0.7787, -4.7026)  0.198
H (0.8696, -0.1385, -4.2959)  0.262
H (0.4032, 0.9300, -2.8009)  0.261
H (-0.0995, -2.3546, -4.4843)  0.248
H (0.6932, -3.4829, -3.2016)  0.287
H (-2.3220, -2.8282, -3.9489)  0.230
H (-2.1567, -2.5563, -2.0919)  0.253
H (-1.4707, -5.1787, -1.8342)  0.211
H (-2.8970, -5.0295, -3.1904)  0.208
H (-0.1429, 1.6173, -0.8043)  0.195
H (-0.9908, 0.0860, -0.1060)  0.217
H (1.0966, 2.1716, 1.3240)  0.242
H (0.4232, 0.5296, 2.1920)  0.261
H (-1.0006, 3.3375, 1.3682)  0.289
H (-2.1405, 1.7696, 1.7488)  0.259
H (-2.6106, 1.4321, 4.2532)  0.506
H (2.1779, 1.6581, -1.0614)  0.236
H (2.6681, 0.0880, -2.0003)  0.222
H (3.0814, 1.6241, 2.0397)  0.243
H (5.4890, 1.0701, 3.5167)  0.256
H (7.4846, -0.4411, 2.4342)  0.253
H (7.2223, -1.5027, -0.2396)  0.252
H (4.8480, -1.0156, -1.6770)  0.227
H (-0.5366, -2.6053, 2.7789)  0.418
H (-1.1380, -1.2155, 2.0961)  0.403
H (-0.1974, -4.9552, 0.8171)  0.494
C (-5.1821, 5.9487, 4.3063)  -0.717
C (-5.0205, 4.5277, 3.7918)  0.344
N (-4.8865, 3.3487, 3.3649)  -0.415
H (-5.4757, 5.9327, 5.3596)  0.263
H (-4.2374, 6.4904, 4.2082)  0.267
H (-5.9523, 6.4687, 3.7300)  0.259

Cartesian forces, eV/Å:
C -0.9 0.4 -0.6
C -0.6 -0.5 -0.2
F -0.1 -2.6 2.5
C 0.1 1.4 -2.2
N 0.8 -0.5 2.9
C -0.3 -0.6 -1.8
C -0.6 -0.7 -1.1
C -0.7 1.0 -1.0
F -1.5 1.2 2.5
C -0.9 -0.1 -0.6
N -0.8 -0.9 -1.4
C -2.5 1.0 0.1
C 0.6 -0.3 -0.5
C 0.9 -0.1 -1.1
S 2.4 6.2 4.3
O 1.1 -5.8 -2.1
O -5.1 -1.3 -2.1
O 0.3 0.6 -3.1
C 1.7 1.0 -0.9
C 3.9 -1.0 1.9
C 2.8 -2.2 -1.6
C 0.0 -1.9 -3.7
C -3.8 1.1 -1.9
C -3.2 2.3 1.8
C 0.5 1.2 3.1
N -0.7 2.9 0.4
I 1.1 -0.3 -0.1
P -3.0 -0.3 0.2
N -1.3 -1.3 0.2
O 3.9 2.2 -0.3
H 0.6 -2.1 -0.7
H 0.0 1.2 -1.9
H 2.3 0.9 1.0
H 1.0 2.1 1.4
H -1.5 0.1 2.1
H -0.5 -2.2 -0.6
H 0.2 -0.4 2.7
H -1.8 2.0 0.2
H 1.5 -0.5 2.1
H 1.3 -1.3 -1.6
H -0.3 0.6 -2.3
H 2.6 0.3 0.9
H 0.5 -1.9 1.3
H 2.2 1.2 0.2
H -1.9 -1.9 0.6
H -0.2 1.9 -1.3
H -0.7 -2.3 1.5
H 1.9 1.1 0.4
H 1.1 0.6 1.0
H 0.3 -2.4 0.4
H -0.2 0.9 2.4
H 1.8 -1.5 -1.0
H -0.7 -0.9 -2.7
H -2.2 0.3 -1.7
H -2.0 1.5 1.1
H 0.3 1.1 2.7
H 0.6 0.7 -1.2
H 1.1 -1.3 -0.7
H -1.9 0.5 0.0
C 0.1 -1.2 -0.4
C 0.9 -7.8 -2.8
N -1.0 9.4 3.4
H 0.1 -0.1 -0.2
H -0.1 -0.2 0.0
H 0.1 -0.2 0.0

Properties
* HOMO: -10.983 eV
* charge: +1
* frontier orbital gap: 6.383 eV

# 4
Molecular formula: C4H5NO
Method: DFT, ωB97M-V/def2-TZVPD

Last column: natural (NBO) charge in e.
Geometry (Å):
O (-0.8792, 1.7509, 1.0608)  -0.676
C (-0.3038, 0.7250, 0.3770)  0.425
C (0.4146, 0.6511, -0.7891)  -0.398
C (0.7453, -0.7291, -0.9668)  -0.284
C (0.2304, -1.4261, 0.0913)  -0.096
N (-0.4169, -0.5230, 0.9091)  -0.532
H (-1.1509, 2.4221, 0.4250)  0.490
H (0.6877, 1.4794, -1.4296)  0.221
H (1.3076, -1.1526, -1.7886)  0.222
H (0.2551, -2.4781, 0.3353)  0.212
H (-0.8900, -0.7197, 1.7754)  0.417

Cartesian forces, eV/Å:
O 0.0 0.1 -0.1
C 0.1 -0.3 -0.1
C -0.1 0.1 0.1
C 0.0 -0.1 0.0
C 0.1 0.0 -0.1
N 0.0 0.1 0.0
H 0.1 0.0 0.1
H -0.1 -0.1 0.1
H -0.1 0.1 0.1
H 0.0 0.2 0.0
H 0.0 0.0 -0.1

Properties
* HOMO: -7.829 eV
* SMILES string: Oc1ccc[nH]1
* frontier orbital gap: 8.659 eV

# 5
Molecular formula: C8H10FeO4S
Method: DFT, ωB97M-V/def2-TZVPD

Last column: natural (NBO) charge in e.
Geometry (Å):
Fe (0.2880, 0.1910, -1.9783)  1.002
O (0.3035, 2.1923, 0.3719)  -0.232
C (0.2965, 1.4603, -0.5634)  0.377
C (0.1719, -1.3188, -0.8793)  0.405
O (0.1153, -2.3318, -0.2873)  -0.199
C (1.6262, 0.0795, -0.6826)  0.380
O (2.5989, 0.0195, -0.0181)  -0.194
C (-1.0723, 0.1472, -0.7106)  0.367
O (-2.0416, 0.1442, -0.0353)  -0.212
C (0.2277, 0.8594, -4.7882)  -0.396
H (-0.6764, 1.4712, -4.8777)  0.259
H (1.1855, 1.3870, -4.8549)  0.256
C (0.1630, -0.4884, -4.8601)  -0.327
H (1.0660, -1.0973, -4.9701)  0.253
H (-0.7940, -1.0029, -4.9930)  0.256
C (0.3902, -1.2714, 4.1478)  -0.793
S (0.4266, 0.1534, 3.0522)  0.825
C (-1.1618, 0.8697, 3.4182)  -0.822
H (1.0342, -2.0294, 3.6814)  0.288
H (-0.6312, -1.6377, 4.3168)  0.293
H (0.8776, -0.9389, 5.0686)  0.324
H (-1.1321, 1.2907, 4.4316)  0.328
H (-1.2672, 1.6915, 2.6913)  0.263
H (-1.9945, 0.1599, 3.3190)  0.299

Cartesian forces, eV/Å:
Fe 0.1 0.5 -4.6
O -0.1 -2.6 -3.9
C 0.1 4.2 4.6
C -0.5 -5.9 2.6
O 0.3 3.9 -2.2
C 6.7 -0.4 3.3
O -4.2 0.2 -2.6
C -6.0 0.2 3.2
O 3.6 -0.1 -2.4
C 0.1 1.0 0.6
H 0.2 -0.2 0.1
H -0.2 -0.2 0.1
C 0.0 -1.0 0.4
H -0.2 0.2 0.1
H 0.2 0.1 0.1
C 0.5 -0.2 -0.7
S -0.9 -0.8 1.1
C 0.1 0.9 -0.8
H -0.1 0.1 0.3
H 0.3 0.3 0.0
H 0.0 0.0 0.3
H 0.0 -0.1 0.0
H -0.2 -0.1 0.5
H 0.3 -0.1 0.1

Properties
* HOMO (alpha / beta): -20.937 / -21.900 eV
* charge: +3
* 2S+1: 6
* frontier orbital gap (alpha / beta): 6.037 / 5.526 eV

# 6
Molecular formula: C3H5NO2S
Method: DFT, ωB97M-V/def2-TZVPD

Last column: natural (NBO) charge in e.
Geometry (Å):
C (1.4918, -0.1267, 0.0122)  -0.429
C (0.6816, 1.0805, -0.2938)  -0.086
C (0.4619, 0.5319, 0.8859)  -0.272
N (-1.0262, -1.6054, 0.0190)  -1.066
O (-1.5970, 0.4569, -1.3593)  -0.909
O (-2.1613, 0.3738, 1.0330)  -0.884
S (-1.4456, -0.1588, -0.0754)  2.312
H (1.2480, -1.0779, -0.4416)  0.207
H (2.5439, 0.0002, 0.2397)  0.209
H (0.4710, 1.8398, -1.0059)  0.257
H (0.1000, 0.6152, 1.8812)  0.278
H (-0.7681, -1.9294, -0.8948)  0.382

Cartesian forces, eV/Å:
C 0.2 0.2 0.1
C 0.4 -0.4 0.9
C 1.2 0.5 -0.7
N -0.5 0.4 0.5
O 0.1 0.1 -0.1
O 0.0 0.2 0.2
S -1.3 -1.2 -0.5
H -0.1 -0.1 0.0
H 0.1 0.1 0.0
H -0.1 0.4 -0.2
H -0.1 0.1 0.4
H 0.2 -0.3 -0.5

Properties
* HOMO: -10.569 eV
* frontier orbital gap: 10.419 eV